(1)
Molecular formula: C36H84N12O12
Method: DFT, ωB97M-V/def2-TZVPD

Each line ends with the Löwdin charge.
Geometry (Å):
C: 3.6293 -0.3038 2.2587  -0.34
O: 3.0779 -0.0770 1.1984  -0.02
N: 4.9016 0.0798 2.5306  -0.17
C: 5.6887 0.7220 1.4986  -0.04
C: 5.4799 -0.1493 3.8426  -0.04
H: 3.1703 -0.8245 3.1142  0.14
H: 5.6840 1.8107 1.5459  0.09
H: 5.2613 0.4505 0.5336  0.06
H: 6.6985 0.3111 1.4720  0.09
H: 4.9035 -0.8612 4.4309  0.08
H: 6.5147 -0.4650 3.7252  0.09
H: 5.4830 0.7602 4.4514  0.09
C: -3.3307 -0.9452 3.6892  -0.34
O: -3.6853 -1.7406 4.5524  -0.01
N: -2.9899 0.3281 3.9677  -0.17
C: -2.4382 1.2249 2.9657  -0.06
C: -2.7557 0.7399 5.3366  -0.04
H: -3.3112 -1.2559 2.6361  0.11
H: -2.8598 2.2256 3.0174  0.09
H: -2.4588 0.7781 1.9752  0.06
H: -1.3684 1.3572 3.1680  0.07
H: -3.0556 1.7876 5.4331  0.09
H: -3.3029 0.1674 6.0743  0.09
H: -1.6767 0.7052 5.5297  0.08
C: -1.7152 -0.7901 -0.2763  -0.31
O: -2.7029 -1.0199 0.4159  -0.04
N: -0.4423 -0.8209 0.1549  -0.14
C: 0.6514 -0.6268 -0.7716  -0.06
C: -0.1485 -0.9396 1.5667  -0.04
H: -1.8512 -0.5624 -1.3415  0.11
H: 1.3508 -1.4618 -0.6759  0.09
H: 1.1945 0.3007 -0.6133  0.05
H: 0.2309 -0.6924 -1.7738  0.07
H: -1.0259 -1.1101 2.1812  0.07
H: 0.6446 -1.6751 1.7067  0.09
H: 0.2531 0.0204 1.9100  0.07
C: 5.5700 -2.0974 -3.5820  -0.36
O: 6.5589 -2.0648 -2.8788  0.02
N: 4.5781 -1.1930 -3.5377  -0.19
C: 3.4639 -1.1656 -4.4616  -0.05
C: 4.5141 -0.2143 -2.4763  -0.06
H: 5.3926 -2.8540 -4.3617  0.14
H: 3.5412 -0.3179 -5.1413  0.09
H: 2.5217 -1.0768 -3.9111  0.08
H: 3.3513 -2.1219 -4.9724  0.09
H: 4.3486 0.7813 -2.9025  0.09
H: 3.6333 -0.2808 -1.8247  0.07
H: 5.3783 -0.2132 -1.8233  0.08
C: 1.3799 4.7240 -1.0361  -0.35
O: 2.2067 5.3192 -1.7065  0.01
N: 1.0325 3.4440 -1.2423  -0.16
C: 0.0402 2.8109 -0.3847  -0.05
C: 1.8508 2.6026 -2.0965  -0.05
H: 0.9010 5.1880 -0.1642  0.12
H: 0.5065 2.0380 0.2368  0.07
H: -0.6737 2.3535 -1.0739  0.07
H: -0.5104 3.4109 0.3334  0.06
H: 2.7435 2.3273 -1.5347  0.09
H: 1.2421 1.7974 -2.5096  0.07
H: 2.1461 3.1475 -2.9934  0.09
C: 1.3242 -0.5832 6.2861  -0.32
O: 0.9889 0.3616 5.5918  -0.01
N: 1.0696 -1.8714 5.9537  -0.20
C: 1.4106 -2.9869 6.8202  -0.05
C: 0.4385 -2.2241 4.7117  -0.05
H: 1.7983 -0.4864 7.2743  0.14
H: 1.9475 -2.6319 7.6981  0.09
H: 1.9921 -3.6901 6.2217  0.09
H: 0.4964 -3.4605 7.1878  0.09
H: 1.1270 -2.8662 4.1507  0.09
H: -0.4981 -2.7547 4.9079  0.10
H: 0.1959 -1.3559 4.1085  0.06
C: 6.2428 -3.6829 0.8614  -0.34
O: 6.9452 -4.6060 1.2174  0.02
N: 5.0924 -3.7998 0.1616  -0.17
C: 4.3070 -2.6244 -0.1461  -0.07
C: 4.4201 -5.0465 -0.0999  -0.05
H: 6.4770 -2.6372 1.1221  0.13
H: 3.3719 -2.5462 0.4103  0.08
H: 4.1224 -2.5971 -1.2235  0.08
H: 4.8629 -1.7041 0.0229  0.06
H: 4.3390 -5.2440 -1.1736  0.09
H: 4.9321 -5.9284 0.2793  0.09
H: 3.4128 -5.0091 0.3195  0.09
C: 0.9492 4.5407 2.7839  -0.36
O: 1.1365 5.6466 2.3109  0.01
N: 1.8622 3.5595 2.7908  -0.17
C: 1.5282 2.2221 3.2449  -0.07
C: 3.1253 3.6677 2.1111  -0.04
H: -0.0103 4.2428 3.2313  0.13
H: 0.5401 2.1213 3.6788  0.06
H: 2.2748 1.9942 4.0142  0.09
H: 1.7000 1.4670 2.4763  0.05
H: 3.8906 3.2357 2.7628  0.08
H: 3.1549 3.1055 1.1688  0.09
H: 3.3747 4.6837 1.8172  0.10
C: -2.6495 5.1477 -0.1127  -0.35
O: -2.5328 6.1547 -0.7659  0.03
N: -3.3627 4.0593 -0.4979  -0.18
C: -3.8791 4.0348 -1.8492  -0.04
C: -3.3077 2.7865 0.1739  -0.08
H: -2.2051 5.0035 0.8855  0.13
H: -4.0633 5.0210 -2.2613  0.09
H: -4.8831 3.5885 -1.8519  0.09
H: -3.2560 3.3848 -2.4693  0.07
H: -4.2198 2.5901 0.7496  0.10
H: -3.2534 1.9679 -0.5460  0.08
H: -2.4838 2.7589 0.8809  0.04
C: -1.1876 -2.0579 -4.1032  -0.36
O: -1.0622 -2.4293 -2.9631  0.03
N: -2.0653 -2.5642 -5.0121  -0.20
C: -2.9660 -3.6369 -4.6745  -0.05
C: -2.1620 -1.9784 -6.3471  -0.05
H: -0.6041 -1.2700 -4.6092  0.13
H: -2.9300 -3.8282 -3.6084  0.09
H: -2.7774 -4.5456 -5.2616  0.09
H: -3.9900 -3.4581 -5.0262  0.09
H: -3.2034 -1.8860 -6.6497  0.09
H: -1.6173 -1.0385 -6.3718  0.07
H: -1.6798 -2.6995 -7.0146  0.09
C: -6.9817 -0.5314 -0.6078  -0.36
O: -8.0795 -0.0069 -0.5893  0.00
N: -6.7439 -1.8115 -0.2665  -0.19
C: -7.8575 -2.6391 0.1565  -0.05
C: -5.3984 -2.3853 -0.2814  -0.04
H: -6.0562 0.0012 -0.8796  0.12
H: -7.8864 -2.6348 1.2526  0.09
H: -7.7538 -3.6858 -0.1263  0.08
H: -8.8342 -2.2690 -0.1367  0.08
H: -5.1296 -2.6775 0.7304  0.09
H: -5.3651 -3.1849 -1.0210  0.09
H: -4.7290 -1.5982 -0.6186  0.05
C: -1.8212 1.6281 -4.0994  -0.34
O: -1.5050 1.1984 -3.0061  0.00
N: -2.8786 1.1984 -4.8037  -0.17
C: -3.1971 1.7725 -6.1017  -0.05
C: -3.8238 0.2099 -4.3139  -0.03
H: -1.3285 2.4297 -4.6676  0.14
H: -2.6822 2.7203 -6.2603  0.09
H: -4.2585 1.9552 -6.2641  0.09
H: -2.8966 1.1084 -6.9187  0.08
H: -4.3288 0.5879 -3.4178  0.09
H: -4.6275 -0.1523 -4.9467  0.10
H: -3.2538 -0.6428 -3.9466  0.07

Summary:
SMILES string: CN(C)C=O.CN(C)C=O.CN(C)C=O.CN(C)C=O.CN(C)C=O.CN(C)C=O.CN(C)C=O.CN(C)C=O.CN(C)C=O.CN(C)C=O.CN(C)C=O.CN(C)C=O
relative energy (zero: lowest compared OMol25 entry of this formula, charge and spin): 172.9 kcal per mole
LUMO energy: -0.0024 Eh



(2)
Molecular formula: C11H9N2O2
Method: DFT, ωB97M-V/def2-TZVPD

Each line ends with the Löwdin charge.
Geometry (Å):
C: 0.3077 3.3080 0.8440  -0.05
C: 1.0090 2.8604 1.9636  -0.03
C: -0.2188 2.4150 -0.0577  0.00
C: 1.1555 1.5109 2.1852  0.01
C: 0.4767 -4.2015 -0.3148  0.18
C: -0.0580 1.0263 0.1190  -0.07
C: -0.2996 -1.3203 -0.5235  -0.08
C: 0.6318 0.5938 1.2734  -0.15
C: 0.3117 -1.6823 0.6960  0.04
C: -0.5498 0.0493 -0.8234  -0.14
C: -0.6013 -2.3973 -1.4233  -0.27
N: 0.7664 -0.7596 1.5034  0.09
N: -1.1449 0.4322 -1.9449  0.22
O: -0.3738 -3.6302 -1.1134  0.00
O: -1.1980 -2.1937 -2.6011  0.16
H: 0.1791 4.3667 0.6838  0.12
H: 1.4316 3.5721 2.6542  0.12
H: -0.7652 2.8037 -0.9027  0.11
H: 1.6826 1.1486 3.0548  0.13
H: 0.0113 -4.9972 0.2705  0.05
H: 1.2149 -1.0459 2.3691  0.16
H: -1.2279 1.4052 -2.1894  0.12
H: -1.4946 -0.2549 -2.5947  0.11
H: -1.2463 -3.0094 -3.1281  0.17

Summary:
charge: +1
relative energy (zero: lowest compared OMol25 entry of this formula, charge and spin): 0.0 kcal per mole
LUMO energy (alpha / beta): -0.1683 / -0.1683 Eh



(3)
Molecular formula: C33H31BrCdN7O2
Method: DFT, ωB97M-V/def2-TZVPD

Each line ends with the Löwdin charge.
Geometry (Å):
Cd: -0.0848 -0.1948 1.1354  1.40
C: -0.7850 -2.4000 3.6791  -0.19
C: 0.7353 -2.4620 3.5456  -0.22
N: 1.3376 -1.2200 3.9846  -0.06
C: 2.4725 -0.6406 3.2873  -0.16
C: 2.2411 0.8544 3.2019  -0.25
C: 3.0979 1.8295 3.6720  0.00
C: 2.6584 3.1518 3.6698  -0.03
C: 1.3793 3.4542 3.2405  -0.01
C: 0.5866 2.4169 2.7571  -0.28
C: -0.8365 2.6263 2.2841  -0.17
N: -1.5431 1.3549 2.1109  -0.15
C: -1.9865 0.7268 3.3643  -0.21
C: -2.5070 -0.6752 3.0860  -0.21
N: -1.4315 -1.5759 2.6301  -0.12
N: 1.0401 1.1758 2.7126  0.06
H: -1.0392 -1.9840 4.6563  0.12
H: -1.1935 -3.4141 3.6518  0.12
H: 0.9881 -2.6224 2.4952  0.08
H: 1.1040 -3.3387 4.0918  0.12
H: 1.4406 -1.1746 4.9875  0.13
H: 2.5109 -1.0488 2.2721  0.10
H: 3.4408 -0.8500 3.7520  0.12
H: 4.0730 1.5668 4.0594  0.12
H: 3.3048 3.9368 4.0403  0.12
H: 0.9981 4.4660 3.2842  0.12
H: -0.8228 3.1349 1.3186  0.08
H: -1.3511 3.2801 2.9973  0.13
H: -2.3305 1.4971 1.4858  0.05
H: -2.7601 1.3247 3.8567  0.13
H: -1.1251 0.6673 4.0335  0.11
H: -3.2600 -0.6231 2.2950  0.11
H: -3.0027 -1.0682 3.9778  0.12
H: -1.8181 -2.2049 1.9380  0.07
O: -0.9250 3.0205 -5.5825  0.12
N: 0.0031 2.2952 -5.3051  -0.32
O: 1.0746 2.2642 -5.8743  0.11
C: -0.1723 1.3115 -4.1939  -0.20
C: -1.7979 -0.1909 -4.2118  -0.08
C: -2.1774 -1.0650 -3.0568  -0.10
C: -2.6463 -2.3657 -3.0264  0.03
C: -2.9941 -2.8943 -1.7903  -0.03
C: -2.8550 -2.1115 -0.6536  -0.13
N: -2.3736 -0.8660 -0.6574  0.10
C: -2.0528 -0.3831 -1.8487  -0.27
C: 0.1995 0.8414 -1.8529  -0.34
N: 0.6059 1.4765 -0.6062  0.00
C: 1.6961 2.1688 -0.6013  -0.13
C: 2.4663 2.4930 -1.7529  0.01
C: 1.9250 2.2269 -3.0145  0.02
C: 0.7703 1.5094 -3.0718  -0.05
H: -2.5160 -0.2339 -5.0278  0.16
H: -2.7566 -2.9493 -3.9319  0.13
H: -3.3851 -3.8983 -1.7031  0.11
H: -3.1631 -2.5120 0.3077  0.10
H: 2.0206 2.5598 0.3615  0.11
H: 3.3869 3.0458 -1.6377  0.11
H: 2.3724 2.6351 -3.9102  0.12
Br: -2.1911 2.3917 -1.0684  0.89
C: -1.3732 0.9394 -2.0783  -0.56
C: -1.5765 1.2033 -3.5858  -0.15
C: -0.3075 -0.1508 -4.7584  -0.10
C: 0.6714 -1.1379 -4.2839  0.05
C: 1.0446 -1.3955 -2.9482  -0.16
C: 1.7667 -2.6077 -2.7687  -0.03
C: 1.9918 -3.1337 -1.5257  -0.08
C: 1.4784 -2.4727 -0.4115  -0.15
C: 0.8538 -1.2292 -0.5076  -0.20
C: 0.7007 -0.6507 -1.7735  -0.12
H: -2.2809 1.9951 -3.8104  0.14
H: -0.3081 -0.1289 -5.8466  0.15
H: 1.0734 -1.8113 -5.0293  0.11
H: 2.0983 -3.1353 -3.6542  0.11
H: 2.5260 -4.0690 -1.4165  0.11
H: 1.5946 -2.9520 0.5548  0.06

Summary:
charge: +1
relative energy (zero: lowest compared OMol25 entry of this formula, charge and spin): 77.0 kcal per mole
LUMO energy (alpha / beta): -0.1107 / -0.1393 Eh



(4)
Molecular formula: C4H4NO2S
Method: DFT, ωB97M-V/def2-TZVPD

Each line ends with the Löwdin charge.
Geometry (Å):
C: 1.7763 -0.4813 -1.4399  -0.29
C: 1.4985 -1.1882 0.9213  -0.76
C: -0.5197 -0.2970 -0.4784  -0.07
C: 0.9984 -0.3102 -0.3019  -0.34
N: 2.2334 -0.4327 -2.4799  0.15
O: 2.2050 -0.5765 1.7137  -0.06
O: 1.1392 -2.3379 0.7975  0.02
S: 1.5457 1.9773 0.2560  0.41
H: -0.8362 -0.4880 -1.4690  0.06
H: -1.0524 -1.0365 0.1720  0.10
H: -0.8234 0.6288 -0.1681  0.01
H: 2.2387 1.0296 0.9741  -0.22

Summary:
charge: -1
relative energy (zero: lowest compared OMol25 entry of this formula, charge and spin): 22.4 kcal per mole
LUMO energy: 0.1052 Eh



(5)
Molecular formula: C28H47N3O8S
Method: DFT, ωB97M-V/def2-TZVPD

Each line ends with the Löwdin charge.
Geometry (Å):
C: 1.6655 -1.2368 0.0600  0.12
C: 2.0854 -0.0910 -0.0753  -0.08
C: 2.4994 1.3430 0.3444  -0.08
C: 3.9767 1.7474 0.5419  -0.10
C: 5.0434 0.6017 0.2373  -0.10
C: 5.0829 0.4828 -1.3651  -0.23
N: 5.6107 -0.4974 -2.0102  0.07
C: 4.3310 3.1058 0.9745  -0.07
C: 5.8529 3.5310 1.2221  -0.17
O: 6.6097 3.2687 0.0315  -0.22
C: 6.0414 3.9169 -1.1225  -0.10
C: 3.2798 4.1903 1.2165  -0.26
N: 3.5101 5.5099 1.5894  -0.25
S: 1.9674 6.2075 1.6409  0.95
N: 0.9792 4.9097 1.2073  -0.25
C: 1.8049 3.8106 0.9901  -0.24
C: 1.4689 2.3963 0.5730  -0.07
C: -0.0418 1.9581 0.3112  -0.14
C: -0.2021 1.9521 -1.2975  -0.16
C: -1.7127 1.8917 -1.7827  -0.21
O: -2.1667 0.5762 -2.1626  -0.22
C: -1.8937 -0.3896 -1.1364  -0.12
H: 1.2632 -2.2781 0.0533  0.06
H: 4.7779 -0.3786 0.7253  0.12
H: 6.0832 0.9413 0.5552  0.11
H: 4.5698 1.2965 -1.9753  0.11
H: 6.0035 -1.1437 -1.3087  0.05
H: 6.2170 2.8934 2.0947  0.14
H: 5.9178 4.6119 1.5552  0.12
H: 5.4325 3.1609 -1.7110  0.07
H: 6.8779 4.2554 -1.8172  0.10
H: 5.4385 4.8486 -0.8627  0.10
H: -0.7691 2.6581 0.8138  0.11
H: -0.2128 0.8937 0.6737  0.10
H: 0.1977 2.9732 -1.6224  0.12
H: 0.4787 1.1943 -1.7892  0.12
H: -2.4417 2.3944 -1.0578  0.12
H: -1.7699 2.5208 -2.7335  0.13
H: -2.5142 -1.3322 -1.2865  0.10
H: -0.8021 -0.7024 -1.0925  0.07
H: -2.1765 0.0649 -0.1285  0.10
C: 1.3302 -8.1148 0.9431  -0.11
O: 0.9270 -7.7167 -0.3528  -0.20
C: -0.1074 -6.7422 -0.3358  -0.20
C: 0.0392 -5.7750 -1.5028  -0.17
O: 1.1040 -4.8360 -1.3524  -0.14
C: 2.4329 -5.3496 -1.4610  -0.17
C: 2.8139 -5.7916 -2.8676  -0.19
O: 2.2136 -7.0444 -3.1803  -0.21
C: 1.8804 -7.1615 -4.5499  -0.11
H: 0.5429 -8.7042 1.4227  0.09
H: 2.2260 -8.7279 0.8440  0.09
H: 1.5800 -7.2439 1.5594  0.09
H: -0.0965 -6.1750 0.6028  0.12
H: -1.0631 -7.2717 -0.4181  0.13
H: -0.8727 -5.1721 -1.5508  0.13
H: 0.1110 -6.2997 -2.4554  0.12
H: 2.6107 -6.1349 -0.7260  0.12
H: 3.0861 -4.5156 -1.1876  0.12
H: 3.9005 -5.9274 -2.9261  0.13
H: 2.5096 -5.0210 -3.5834  0.13
H: 1.2403 -6.3315 -4.8677  0.09
H: 1.3255 -8.0897 -4.6854  0.09
H: 2.7880 -7.1949 -5.1637  0.09
C: -6.9487 0.9263 3.6520  -0.11
O: -6.3631 2.1963 3.4420  -0.21
C: -4.9698 2.2168 3.7231  -0.19
C: -4.2416 3.1737 2.7889  -0.17
O: -4.0969 2.6887 1.4542  -0.14
C: -5.2866 2.6336 0.6625  -0.17
C: -5.8355 4.0013 0.2784  -0.19
O: -6.4962 4.6067 1.3851  -0.21
C: -6.3659 6.0148 1.3931  -0.11
H: -6.9828 0.6947 4.7209  0.09
H: -7.9653 0.9546 3.2595  0.09
H: -6.3972 0.1478 3.1132  0.09
H: -4.5342 1.2157 3.6205  0.12
H: -4.8457 2.5522 4.7588  0.13
H: -3.2209 3.2925 3.1651  0.13
H: -4.6901 4.1671 2.7987  0.12
H: -6.0436 2.0085 1.1364  0.12
H: -4.9958 2.1219 -0.2600  0.12
H: -6.5781 3.8859 -0.5203  0.13
H: -5.0156 4.6318 -0.0818  0.12
H: -5.3112 6.3088 1.3594  0.09
H: -6.7935 6.3894 2.3230  0.09
H: -6.9078 6.4547 0.5478  0.09

Summary:
SMILES string: [H]/N=C\Cc1c(C#C)c(CCCOC)c2nsnc2c1COC.COCCOCCOC.COCCOCCOC
LUMO energy: -0.0437 Eh



(6)
Molecular formula: C4H7NO2S
Method: DFT, ωB97M-V/def2-TZVPD

Each line ends with the Löwdin charge.
Geometry (Å):
C: 0.0047 -0.5228 -0.3244  -0.27
N: 0.8457 -1.3424 0.5446  0.01
C: 2.2783 -1.2148 0.4755  -0.82
O: 2.7306 -0.2407 -0.1475  -0.09
O: 2.8998 -2.1319 1.0875  -0.15
C: -0.6434 0.6553 0.3878  -0.30
C: -1.5177 1.5105 -0.5377  -0.77
S: -3.3519 1.5392 -0.2108  -0.08
H: -0.7736 -1.1705 -0.7302  0.11
H: 0.5952 -0.1374 -1.1507  0.10
H: 0.5563 -2.3024 0.6085  0.09
H: -1.1825 0.3535 1.2773  0.07
H: 0.2035 1.2544 0.7465  0.09
H: -1.4128 1.2028 -1.5798  0.02
H: -1.2323 2.5473 -0.4467  0.00

Summary:
SMILES string: O=C([O-])NCCC[S-]
charge: -2
relative energy (zero: lowest compared OMol25 entry of this formula, charge and spin): 6.0 kcal per mole
LUMO energy: 0.2235 Eh